A structure of composition C29H51CdNO2SSi2 in a non-equilibrium geometry, computed with wB97M-V/def2-TZVPD.

Last column: Mulliken charge in e.
Atoms and positions in Å:
O 2.296865 0.851705 0.290125  0.52
O 3.502463 -2.092735 -0.979302  0.07
C 3.181665 1.930163 -0.390724  -0.32
C 3.187226 3.155664 0.484075  -1.13
H 2.718198 2.075234 -1.367188  0.34
H 4.136798 1.417956 -0.503355  0.46
H 2.163964 3.495715 0.701815  0.25
H 3.712723 3.973806 -0.017837  0.45
H 3.731214 2.961418 1.418414  0.28
C 2.769618 0.102360 1.482358  0.51
C 4.247223 -0.116455 1.390366  -1.63
H 2.202661 -0.838664 1.467152  -0.13
H 2.490951 0.682229 2.369120  0.33
H 4.495846 -0.711351 0.499120  0.16
H 4.569050 -0.683060 2.277438  0.45
H 4.815335 0.826898 1.396786  0.44
C 2.759775 -3.238006 -0.545452  0.14
C 3.819490 -1.988449 -2.367494  -0.22
C 3.503977 -3.912392 0.591321  -1.37
H 2.599682 -3.946482 -1.376245  0.51
H 1.773294 -2.888523 -0.189538  -0.26
H 4.476022 -4.290109 0.250651  0.31
H 2.925114 -4.760090 0.961282  0.44
H 3.686034 -3.229748 1.426068  0.21
C 5.247194 -2.436011 -2.624514  -1.42
H 3.700374 -0.925893 -2.625583  0.21
H 3.115869 -2.569982 -2.987489  0.36
H 5.961454 -1.943246 -1.960115  0.28
H 5.518349 -2.200759 -3.653229  0.43
H 5.337096 -3.515813 -2.477314  0.31
H 1.290293 1.054450 0.209578  0.01
Cd -0.923942 0.372981 0.292334  0.45
C 0.414431 0.491317 -1.521445  -0.98
Si -0.473823 -0.017703 -3.068408  0.23
H 0.792633 1.516771 -1.645460  0.12
H 1.249864 -0.207480 -1.428330  0.07
C 0.449781 0.556576 -4.613187  -1.17
C -2.174860 0.796492 -3.086052  -0.95
C -0.685991 -1.884997 -3.189642  -0.87
C -0.348565 1.491415 2.052794  -1.10
Si -0.577876 0.451168 3.592621  0.34
H -1.112669 2.291613 2.000219  0.65
H 0.625896 1.999456 2.015796  0.44
C 0.805336 0.828165 4.801294  -1.12
C -0.567880 -1.405438 3.289418  -0.72
C -2.234035 0.840477 4.373327  -1.12
H 0.180613 -2.421007 -2.775494  0.07
H -0.788330 -2.169769 -4.248843  0.41
H -1.582232 -2.235910 -2.658908  0.29
H 0.699298 1.623318 -4.531612  0.29
H -0.170189 0.417715 -5.511750  0.33
H 1.389458 0.003258 -4.748833  0.25
H -2.134283 1.768188 -2.569036  0.17
H -2.945346 0.186018 -2.592351  0.19
H -2.495224 0.976717 -4.124062  0.45
H 0.455177 -1.800504 3.241093  0.22
H -1.090382 -1.729323 2.376792  0.00
H -1.072170 -1.905142 4.131404  0.39
H -2.416060 0.178119 5.232240  0.33
H -3.059813 0.714115 3.658316  0.25
H -2.241087 1.879200 4.729546  0.29
H 0.569706 0.425134 5.794482  0.34
H 0.929888 1.912999 4.898260  0.32
H 1.765295 0.403740 4.483123  0.27
S -5.672757 0.930365 -0.111054  -0.43
C -5.123749 2.595148 -0.139872  1.15
C -5.893662 3.743642 -0.260603  -0.63
C -5.251758 4.988500 -0.273877  -0.47
C -3.849912 5.070359 -0.184450  -0.63
C -3.071940 3.913946 -0.075449  -0.24
C -3.714333 2.660448 -0.036464  -1.26
N -3.129343 1.401900 0.055362  0.59
C -4.002287 0.397667 0.029595  0.03
C -3.613959 -1.015677 0.061167  1.39
C -4.584383 -2.039868 -0.026192  -1.01
C -4.194047 -3.373666 -0.054189  -0.96
C -2.842177 -3.710955 -0.000992  -0.53
C -1.868390 -2.689971 0.090038  1.47
C -2.262587 -1.368223 0.136784  -1.25
H -6.973367 3.635340 -0.336532  0.39
H -5.855944 5.897206 -0.355411  0.36
H -3.376253 6.056982 -0.200197  0.37
H -1.980094 3.950051 -0.020078  0.35
H -5.630498 -1.765109 -0.074875  0.45
H -4.951565 -4.153272 -0.117465  0.34
H -2.528200 -4.759048 -0.027173  0.42
H -0.797230 -2.953281 0.121991  -0.01

Atomic forces in eV per Å
O 1.205 1.017 -0.465
O -0.298 -0.214 -0.209
C -0.868 -0.952 0.866
C 0.217 0.132 0.140
H -0.054 -0.167 0.254
H -0.136 0.273 -0.038
H 0.330 -0.174 -0.032
H -0.062 -0.117 -0.063
H -0.300 0.073 -0.130
C -0.482 0.435 0.106
C 0.635 -0.247 -0.007
H 0.118 0.348 -0.107
H -0.041 -0.102 -0.226
H -0.045 0.229 0.311
H -0.157 0.137 -0.243
H -0.197 -0.330 0.065
C 0.028 0.253 0.047
C -0.001 0.166 0.224
C 0.182 -0.239 -0.085
H 0.049 0.278 0.198
H 0.209 -0.144 -0.236
H -0.174 0.096 0.038
H -0.009 0.013 0.060
H -0.098 0.005 -0.115
C -0.070 -0.181 -0.082
H -0.046 -0.240 -0.021
H 0.110 0.208 0.249
H -0.171 0.045 -0.010
H 0.086 -0.069 -0.079
H 0.057 0.069 -0.028
H 0.359 -0.552 0.017
Cd -0.161 -0.469 -0.588
C -0.104 -0.125 -0.560
Si -0.370 0.269 0.444
H 0.040 -0.129 -0.233
H 0.158 0.100 -0.016
C 0.007 0.033 -0.118
C -0.156 0.153 -0.343
C -0.027 -0.182 -0.110
C 0.136 0.405 0.637
Si -0.111 0.373 -0.793
H 0.282 -0.253 0.190
H -0.113 -0.036 0.170
C 0.043 0.037 0.406
C -0.016 -0.401 0.052
C -0.113 0.094 0.227
H -0.146 0.074 -0.099
H 0.041 0.007 0.256
H 0.259 0.131 -0.078
H -0.055 -0.161 -0.061
H 0.209 0.024 0.151
H -0.158 0.086 -0.002
H -0.044 -0.223 -0.169
H 0.256 0.130 -0.094
H -0.055 -0.013 0.256
H -0.054 -0.013 0.013
H 0.126 0.269 0.312
H 0.207 0.046 -0.124
H -0.041 0.171 -0.169
H 0.202 0.019 0.132
H -0.104 -0.170 -0.050
H 0.163 0.031 -0.087
H -0.004 -0.126 0.019
H -0.110 0.019 0.069
S 0.575 0.369 0.039
C 0.320 0.024 0.033
C 0.079 0.351 0.035
C -0.203 -0.399 0.014
C -0.014 -0.318 0.020
C -0.141 -0.177 0.044
C -0.716 -0.463 -0.143
N -0.722 -0.977 -0.098
C 0.735 1.798 0.002
C -0.464 -1.433 -0.093
C 0.418 0.536 -0.005
C -0.137 0.039 0.035
C 0.762 0.356 0.032
C -0.876 -1.194 -0.069
C 0.672 1.396 0.121
H 0.161 0.294 -0.005
H 0.290 -0.334 0.018
H -0.112 -0.437 -0.007
H -0.391 0.042 0.013
H -0.169 -0.196 -0.026
H 0.164 0.151 0.007
H -0.197 0.299 -0.015
H -0.598 0.050 0.008

Properties
E_LUMO: 0.0094 Ha
HOMO-LUMO gap: 7.14 eV
HOMO level: -6.882 eV
2S+1: 1
total energy: -2485.6668 a.u.